1.
ORCA calculation (ωB97M-V/def2-TZVPD) on a structure of composition C26H63MgN2O18P2 at a distorted geometry.

Calculated values
**Charge**: +1
**LUMO level**: -2.024 eV
**Strongest force on any atom**: 2.9 eV/A
**Total energy**: -91840.4014 eV
**Kohn-Sham gap**: 8.614 eV

Last column: Löwdin charge in e.
Geometry (Å):
P (-3.501, 4.494, 2.909)  0.431
O (1.892, 2.729, 6.205)  -0.198
C (-4.225, 3.056, -6.563)  -0.232
H (-5.757, 3.529, 4.958)  0.089
O (-3.969, 4.147, 4.373)  -0.184
C (3.152, 1.065, 3.380)  -0.056
O (-1.942, 3.512, -2.011)  -0.195
O (2.388, 0.827, 4.559)  -0.191
C (6.009, -3.109, 0.204)  -0.174
H (0.901, -4.488, 2.784)  0.070
C (-2.687, 4.000, -0.911)  -0.101
O (0.636, 2.694, 4.023)  -0.257
C (1.904, 2.221, 7.558)  -0.054
H (-3.317, 1.793, -4.483)  0.079
O (2.340, -6.289, 0.007)  0.030
C (-0.289, -0.287, 5.118)  -0.037
H (-3.475, 4.737, -1.069)  0.091
Mg (-0.484, 3.091, 2.394)  0.834
C (4.356, -4.317, -3.763)  -0.196
O (-3.957, 6.011, 2.607)  -0.213
C (2.218, -5.103, -0.078)  -0.412
H (4.011, 0.348, 3.412)  0.111
H (-0.216, 1.775, -1.672)  0.082
H (-3.053, 3.073, -0.469)  0.075
H (-3.400, 5.222, -3.335)  0.131
C (-1.292, -3.090, -2.090)  -0.340
C (5.735, -3.714, -3.453)  -0.135
O (3.383, -3.670, -2.953)  -0.213
H (2.740, -4.487, 2.816)  0.085
H (-0.012, 0.124, -0.965)  0.062
H (1.344, 1.201, -1.194)  0.077
H (-1.673, -2.964, -3.072)  0.120
H (-0.727, -3.919, 0.196)  0.066
O (0.222, 0.892, 5.815)  -0.201
H (2.067, -3.385, -4.509)  0.101
H (-3.781, 5.049, -6.290)  0.124
H (4.298, -5.410, -3.675)  0.135
H (-1.171, -6.148, -2.755)  0.093
O (-4.831, 2.033, -5.867)  -0.205
C (-1.938, -5.406, -2.534)  -0.057
C (2.118, -3.954, -3.569)  -0.090
H (5.733, -2.663, -3.775)  0.127
H (4.872, -6.035, 1.190)  0.084
C (-3.192, 7.013, 3.324)  -0.078
H (-5.329, 2.189, 2.285)  0.099
C (0.056, 1.806, 0.377)  -0.575
H (2.286, 1.212, 7.488)  0.090
P (1.274, 1.798, 5.052)  0.436
H (-1.182, 5.431, -2.335)  0.137
O (-0.814, -2.164, -1.446)  -0.009
H (3.465, 2.107, 3.267)  0.104
H (2.567, 0.683, 2.520)  0.098
H (-5.515, 5.264, 5.270)  0.106
H (0.962, -2.284, 0.793)  0.071
C (-3.863, 4.197, -5.630)  -0.172
H (-2.151, 5.805, -4.336)  0.124
H (2.550, -4.520, -0.994)  0.130
C (5.644, -5.310, 0.929)  -0.136
H (-2.392, -4.982, -3.435)  0.090
H (6.111, -5.647, -0.026)  0.106
O (-1.994, 4.351, 2.794)  -0.267
H (4.128, -4.072, -4.818)  0.123
H (-5.973, 4.671, 3.634)  0.090
C (-1.178, -4.784, -0.294)  -0.025
H (-1.984, 4.542, -0.218)  0.098
C (-5.423, 4.457, 4.537)  -0.023
H (0.520, -1.011, 5.013)  0.094
H (6.362, -5.246, 1.728)  0.082
C (-3.959, 1.146, -5.117)  -0.060
H (-5.134, 2.527, 0.524)  0.107
H (1.931, -4.997, -3.727)  0.093
H (-4.717, 0.619, -4.563)  0.080
O (-0.775, 1.337, 1.303)  -0.129
N (-1.401, -4.369, -1.691)  -0.182
H (6.524, -4.167, -4.006)  0.114
H (-0.676, -0.014, 4.166)  0.069
C (1.824, -4.769, 2.279)  -0.018
H (-3.310, 0.508, -5.784)  0.103
H (7.092, -3.430, 0.209)  0.147
H (-3.873, 7.845, 3.515)  0.093
H (-3.687, 1.948, 1.525)  0.104
H (-2.854, 6.632, 4.367)  0.120
H (-2.101, -5.207, 0.166)  0.104
H (-0.576, 4.066, -3.413)  0.147
H (-0.396, -5.547, -0.199)  0.080
O (5.093, -4.069, 0.762)  -0.207
C (-1.467, 4.512, -2.903)  -0.185
H (2.714, -2.452, 1.232)  0.085
H (1.780, -5.907, 2.211)  0.105
H (-4.936, 3.374, -7.317)  0.128
H (2.164, -2.618, -0.424)  0.072
O (-2.727, 3.863, -4.811)  -0.111
H (-2.321, 7.352, 2.767)  0.090
O (6.100, -3.783, -2.043)  -0.128
N (1.749, -4.262, 0.854)  -0.172
H (-3.324, 2.612, -7.039)  0.137
H (1.330, -3.541, -3.032)  0.042
C (0.317, 1.152, -0.960)  0.047
H (-2.747, -5.896, -1.961)  0.094
H (-1.124, -0.784, 5.666)  0.112
H (-4.726, 4.359, -5.019)  0.122
C (1.886, -2.825, 0.600)  -0.058
H (0.912, 2.338, 7.933)  0.087
H (2.646, 2.813, 8.079)  0.098
O (0.549, 2.944, 0.671)  -0.079
O (-4.322, 3.872, 1.739)  -0.215
C (-2.514, 4.885, -3.910)  -0.256
C (5.592, -2.755, -1.210)  -0.211
C (-4.642, 2.524, 1.497)  -0.064
H (4.540, -2.503, -1.259)  0.103
H (5.927, -2.225, 0.843)  0.116
H (6.083, -1.798, -1.454)  0.127


2.
ORCA calculation (ωB97M-V/def2-TZVPD) on a cluster of 7 separate species, C26H63NO10 in total.

Calculated values
**Structure (SMILES)**: CCOCCO[C@@]1(N)CCC(=O)O1.CC(C)O.CC(C)O.CC(C)O.CC(C)O.CC(C)O.CC(C)O
**LUMO level**: 0.636 eV
**Strongest force on any atom**: 0.2 eV/A
**Total energy**: -49948.7302 eV
**Kohn-Sham gap**: 10.188 eV

Last column: Löwdin charge in e.
Geometry (Å):
O (3.753, 3.399, 4.211)  -0.065
H (8.041, 2.060, 7.256)  0.061
H (-1.411, -5.967, 2.320)  0.079
H (-1.112, -1.388, -3.224)  0.053
C (-5.398, -0.524, -1.960)  -0.046
H (4.345, 1.532, 4.608)  0.134
O (-2.397, -6.299, -0.135)  -0.067
O (-7.487, 0.712, -1.653)  0.131
H (9.274, 1.210, 4.723)  0.089
H (-2.312, -8.991, 0.248)  0.081
H (-0.806, 7.702, -3.703)  0.079
C (-3.437, 7.031, -4.287)  -0.061
H (1.609, 0.885, 3.422)  0.084
H (-4.134, 0.353, -5.596)  0.094
H (-5.196, -5.502, -4.640)  0.080
H (-5.864, -1.454, -1.645)  0.124
C (-4.671, -0.576, -3.297)  -0.082
H (1.223, 0.503, -2.864)  0.117
C (-1.670, -6.997, 2.073)  -0.062
C (10.478, -0.283, 6.486)  -0.063
C (-6.456, 0.530, -2.227)  -0.459
H (-2.177, 0.489, -1.468)  0.120
O (-3.701, -3.293, -4.722)  -0.066
C (1.935, 1.178, 2.419)  -0.065
C (-2.854, -4.025, -2.557)  -0.050
H (4.035, 2.700, 6.766)  0.080
H (-0.110, 0.638, -4.000)  0.112
H (-3.511, -5.989, -4.406)  0.082
O (-0.399, 1.377, -2.089)  -0.148
H (-4.222, 6.720, -4.975)  0.080
H (8.368, -0.368, 6.857)  0.138
H (0.146, -0.698, 2.189)  0.083
C (-2.166, 6.233, -4.530)  -0.501
H (9.740, 2.362, 6.871)  0.084
H (-1.957, -4.478, -2.991)  0.089
H (5.693, 2.087, 6.638)  0.066
H (-0.170, 2.868, 1.773)  0.083
H (-3.967, -8.455, -0.076)  0.077
H (-3.512, -9.006, 1.544)  0.080
O (-2.421, 4.831, -4.432)  -0.067
H (-0.803, 1.528, 2.737)  0.082
H (-4.749, -0.134, -1.173)  0.129
H (6.452, 3.661, 4.020)  0.083
C (-0.273, -1.036, -2.618)  -0.067
O (-3.905, 1.719, -3.022)  -0.039
H (-3.102, -4.574, -1.650)  0.062
C (-3.170, -8.456, 0.667)  -0.062
H (-0.773, -7.493, 1.691)  0.081
H (-3.260, 8.099, -4.415)  0.079
C (0.812, 0.967, 1.420)  -0.498
H (-1.975, -7.509, 2.987)  0.080
H (4.065, 4.307, 4.297)  0.087
C (-2.774, -7.035, 1.030)  -0.500
C (-4.365, -5.493, -3.935)  -0.054
H (-1.620, -6.724, -0.516)  0.091
C (-4.780, 0.881, -3.749)  -0.576
H (-5.229, -1.182, -4.013)  0.130
H (-2.151, 2.457, -3.821)  0.117
O (-6.076, 1.288, -3.289)  0.110
H (-3.794, 6.867, -3.266)  0.083
C (-1.043, 6.643, -3.592)  -0.061
H (-1.843, 6.374, -5.564)  0.137
H (11.212, 0.406, 6.058)  0.081
H (-4.392, 1.978, -5.410)  0.104
H (-2.725, 4.650, -3.534)  0.082
H (-4.644, -6.070, -3.053)  0.080
H (-1.339, 6.470, -2.553)  0.082
C (-0.411, 1.805, 1.754)  -0.053
N (-4.715, 1.052, -5.155)  0.162
C (4.974, 2.794, 6.221)  -0.057
H (6.803, 1.948, 4.311)  0.057
C (6.049, 2.646, 3.945)  -0.052
H (-0.145, 6.060, -3.791)  0.079
C (9.095, 0.346, 6.463)  -0.501
C (9.041, 1.627, 7.280)  -0.056
H (-0.542, -1.113, -1.563)  0.079
C (-2.521, 1.563, -3.314)  -0.173
H (-2.349, 0.710, -3.976)  0.114
H (-2.937, -3.689, -5.157)  0.088
O (8.664, 0.578, 5.121)  -0.065
C (0.143, 0.395, -2.960)  -0.254
C (4.760, 2.534, 4.739)  -0.499
H (-2.613, -2.994, -2.292)  0.058
H (0.560, -1.719, -2.789)  0.078
H (-1.196, 1.636, 1.016)  0.063
O (0.460, -0.417, 1.322)  -0.060
H (2.800, 0.569, 2.153)  0.081
H (10.491, -1.202, 5.900)  0.079
H (5.362, 3.805, 6.376)  0.083
H (-3.648, -6.502, 1.409)  0.138
H (2.246, 2.221, 2.465)  0.069
H (-4.871, -3.576, -3.125)  0.127
H (9.316, 1.442, 8.319)  0.082
H (-2.054, 2.242, -1.352)  0.130
H (-3.641, -0.924, -3.253)  0.102
H (1.158, 1.226, 0.417)  0.131
C (-1.805, 1.386, -1.983)  -0.194
H (5.860, 2.437, 2.891)  0.081
H (10.789, -0.514, 7.506)  0.080
C (-3.996, -4.069, -3.557)  -0.498


3.
ORCA calculation (ωB97M-V/def2-TZVPD) on a cluster of 5 separate species, C26H64F6N4O2P in total at a distorted geometry.

Calculated values
**Charge**: +3
**LUMO level**: -4.707 eV
**Strongest force on any atom**: 3.2 eV/A
**Total energy**: -63629.2824 eV
**ΔE to the lowest compared entry with this formula, charge and spin**: 56.19 kcal/mol
**Kohn-Sham gap**: 11.156 eV

Last column: Löwdin charge in e.
Geometry (Å):
C (-10.401, 7.869, -3.681)  0.007
H (-15.225, 1.461, -13.490)  0.116
C (-18.518, 7.084, -5.250)  0.048
H (-16.689, 2.907, -14.135)  0.116
H (-13.384, 2.222, -12.058)  0.125
H (-18.814, 6.193, -2.797)  0.142
H (-14.009, 1.779, -14.690)  0.126
H (-11.264, 13.451, -11.749)  0.137
H (-9.828, 10.389, -3.056)  0.095
H (-15.267, 3.697, -11.566)  0.119
H (-13.174, 12.856, -12.957)  0.109
C (-22.748, 8.728, -5.159)  -0.106
H (-6.640, 6.808, -4.196)  0.117
H (-23.352, 7.820, -5.164)  0.090
H (-7.357, 9.012, -2.442)  0.106
H (-12.281, 11.939, -14.229)  0.106
H (-19.211, 10.071, -3.492)  0.138
C (-8.268, 8.419, -2.362)  0.062
H (-19.809, 4.694, -11.347)  0.083
H (-12.952, 15.331, -14.365)  0.099
H (-8.420, 10.696, -4.114)  0.106
C (-14.766, 5.566, -14.358)  0.018
H (-7.606, 8.815, -5.279)  0.122
F (-14.371, 9.753, -7.299)  -0.192
C (-18.732, 7.279, -2.743)  -0.093
H (-11.527, 13.895, -15.960)  0.105
C (-10.615, 13.437, -12.625)  -0.097
F (-14.049, 10.908, -9.290)  -0.198
H (-17.097, 7.747, -1.437)  0.127
C (-9.327, 10.107, -3.983)  0.029
H (-17.213, 5.894, -13.707)  0.132
H (-8.959, 7.935, -5.896)  0.138
H (-19.347, 7.687, -1.941)  0.141
H (-18.089, 3.805, -12.902)  0.094
H (-16.463, 9.569, -3.390)  0.130
H (-10.104, 13.130, -15.242)  0.103
C (-12.227, 15.296, -13.552)  0.034
C (-10.765, 13.995, -15.187)  0.031
H (-11.498, 16.107, -13.543)  0.097
H (-16.578, 7.112, -2.945)  0.117
N (-19.084, 7.923, -4.116)  -0.226
H (-8.850, 8.736, -1.497)  0.111
H (-8.600, 14.004, -13.113)  0.125
H (-19.498, 5.629, -12.832)  0.082
H (-13.828, 5.059, -14.586)  0.109
H (-12.634, 15.404, -12.547)  0.110
H (-14.552, 6.493, -13.827)  0.109
N (-15.509, 4.560, -13.474)  -0.229
H (-7.885, 4.849, -5.258)  0.101
H (-10.120, 14.869, -15.280)  0.109
H (-23.202, 9.409, -5.879)  0.082
F (-15.534, 9.210, -9.191)  -0.197
H (-11.068, 8.334, -2.956)  0.101
F (-12.417, 9.640, -8.397)  -0.179
O (-8.297, 5.618, -4.857)  -0.052
H (-15.562, 3.546, -15.391)  0.125
H (-22.978, 9.258, -4.235)  0.078
H (-21.056, 8.400, -3.254)  0.124
C (-17.322, 7.776, -2.503)  -0.180
H (-6.856, 6.623, -5.870)  0.130
C (-21.245, 8.696, -5.419)  -0.196
H (-19.138, 6.205, -5.424)  0.112
H (-17.572, 9.777, -2.009)  0.130
H (-18.176, 9.694, -4.909)  0.133
H (-18.674, 7.761, -6.091)  0.104
H (-10.119, 10.263, -4.716)  0.106
H (-18.986, 6.260, -11.286)  0.079
C (-13.730, 2.897, -12.841)  -0.143
C (-20.616, 7.965, -4.151)  -0.131
H (-10.818, 7.986, -4.682)  0.107
N (-9.030, 8.566, -3.745)  -0.292
H (-17.493, 6.764, -5.065)  0.109
F (-13.845, 7.788, -8.473)  -0.165
N (-11.487, 13.925, -13.817)  -0.293
C (-15.684, 3.273, -14.343)  -0.052
O (-9.623, 15.416, -11.721)  -0.034
H (-7.997, 7.366, -2.438)  0.093
H (-13.437, 13.309, -14.610)  0.099
C (-12.686, 12.906, -13.931)  0.020
H (-17.447, 3.904, -11.315)  0.108
C (-19.097, 5.341, -11.861)  -0.081
H (-20.967, 6.946, -3.986)  0.133
C (-16.747, 5.340, -12.892)  -0.096
H (-15.414, 5.765, -15.211)  0.109
C (-14.577, 4.100, -12.308)  -0.057
P (-13.941, 9.350, -8.819)  0.112
C (-18.475, 9.383, -3.908)  -0.049
C (-17.824, 4.525, -12.127)  -0.225
C (-14.593, 2.249, -13.899)  -0.146
H (-16.293, 6.045, -12.196)  0.133
H (-8.863, 15.898, -11.385)  0.107
C (-17.372, 9.203, -2.914)  -0.170
C (-7.426, 6.728, -4.947)  -0.226
H (-12.840, 3.191, -13.398)  0.110
H (-21.110, 8.093, -6.317)  0.103
F (-13.465, 9.033, -10.317)  -0.180
H (-10.551, 12.360, -12.777)  0.133
C (-9.313, 14.164, -12.305)  -0.226
C (-8.304, 8.016, -5.028)  -0.070
H (-8.907, 13.529, -11.517)  0.127
H (-10.264, 6.859, -3.295)  0.106
H (-20.767, 9.660, -5.591)  0.111
H (-14.030, 4.948, -11.899)  0.137


Q: Look up the total energy of the third one.
A: -63629.2824 eV